Entry 1:
C33H51BCaClCsF2LiN3O20PS2 | ωB97M-V/def2-TZVPD

- Lowest unoccupied orbital energy: -1.4 eV
- HOMO energy: -0.07806 hartree
- Charge: -1
- E: -5484.3389 Ha
- Kohn-Sham gap: 0.7 eV

CARTESIAN COORDINATES (ANGSTROEM)
H -5.091 2.478 2.099
C -1.221 0.637 4.262
Ca -4.588 6.158 -0.651
H -4.489 1.098 3.104
N -6.493 10.700 0.846
H 3.408 -2.908 0.138
C 7.674 -7.907 -2.879
H -2.853 6.361 0.663
O 8.569 -7.672 -3.963
F -2.637 8.048 -0.317
H -1.617 5.798 -1.948
H 1.160 -2.313 -0.934
O 2.248 -4.844 -0.575
H -1.382 -1.663 0.172
C -8.842 11.364 0.567
O -4.080 -3.419 -1.281
H -1.954 5.797 3.085
O 2.355 -2.481 2.918
H 2.534 -6.398 -4.868
S 2.074 -6.098 -1.296
H -0.099 -5.237 -1.763
H -1.718 4.994 0.956
H -3.759 2.856 3.204
C 9.620 -6.915 -3.635
C -3.097 2.906 0.519
H 1.232 3.154 6.083
C -4.155 2.058 2.533
H -8.768 11.489 -0.514
N -2.848 5.522 2.684
O -2.871 3.895 -2.843
O -8.098 9.345 1.613
C -2.258 2.795 -0.613
O -2.961 -0.984 4.334
H -4.634 4.255 1.426
H 6.801 -8.425 -3.272
O -4.661 -3.961 3.686
C 2.159 -6.619 -3.870
H -2.824 1.842 5.152
H 12.280 -7.016 -2.673
O -3.909 -2.723 2.027
Li 12.419 -3.962 -5.822
C 1.333 -1.976 0.158
H 7.350 -6.966 -2.428
H 3.460 -1.103 -0.231
C -0.629 1.512 -2.125
O 2.266 -7.369 -0.669
H 0.891 2.477 -1.377
C -0.891 2.653 5.703
C -5.939 11.877 0.204
C -3.805 4.241 0.689
O 10.424 -6.845 -4.696
H 3.319 -5.004 -2.997
H 0.570 -0.382 3.540
H -9.830 10.976 0.803
C 11.621 -6.086 -4.510
H 3.990 -6.632 -2.650
P -2.787 -2.611 -1.208
B -2.078 3.974 -1.686
Cs 3.838 -3.970 -1.959
Cl 5.186 -2.377 2.625
O -1.192 5.030 -1.520
C 0.186 0.456 4.137
C -2.616 -0.511 2.122
H -8.719 12.326 1.066
H 0.861 -2.700 0.848
O -3.101 -1.181 -0.755
H -0.766 -0.848 -1.281
H 0.706 -0.189 1.362
C 2.918 -1.902 0.407
H -2.326 3.770 -3.634
C 0.782 -5.983 -3.622
H -1.353 3.450 6.306
C 12.642 -6.840 -3.685
O -5.579 -4.203 1.648
H -3.947 -3.329 3.877
H -4.246 4.625 -0.285
O -1.036 0.906 -3.075
H 11.389 -5.109 -4.072
C -2.275 -0.298 3.639
H 2.112 1.272 4.771
H -5.290 12.390 0.916
H 2.088 -7.706 -3.768
C 1.020 1.395 4.816
F -5.439 0.102 3.497
N -3.229 1.853 1.391
H 12.028 -5.906 -5.517
H 8.147 -8.544 -2.133
H -5.339 11.559 -0.651
H 13.576 -6.278 -3.622
H -3.513 6.279 2.837
O -1.807 -3.269 -0.224
C -2.721 5.358 1.233
C -0.860 -0.749 -0.173
H 1.112 0.115 -0.329
C -4.742 -3.616 2.335
O 9.809 -6.400 -2.565
H -2.036 -1.370 1.752
H 12.844 -7.816 -4.128
C -7.799 10.387 1.052
C 3.071 -6.052 -2.793
H -0.022 -7.017 -1.873
O -2.132 -2.577 -2.591
C 0.487 -6.086 -2.118
H -6.713 12.559 -0.133
O 3.234 -0.273 2.438
H 0.003 -6.469 -4.207
H -5.855 10.001 1.197
C -1.653 0.534 0.064
C -2.533 0.703 1.203
C -1.508 1.586 -0.876
O 0.619 2.064 -2.213
C -1.732 1.726 5.039
C 0.518 2.474 5.588
H -3.698 -0.849 2.139
H 0.806 -4.930 -3.920
C 0.601 -0.622 0.346
S 3.300 -1.687 2.192

---

Entry 2:
C33H51BN11O3PS3Tc | ωB97M-V/def2-TZVPD

- Lowest unoccupied orbital energy (spin up / spin down): -5.1 / -5.4 eV
- HOMO energy (spin up / spin down): -0.41228 / -0.40916 hartree
- Charge: +2
- E: -3757.0200 Ha
- Spin multiplicity: 2
- Kohn-Sham gap (spin up / spin down): 6.1 / 5.8 eV
- <S²>: 0.756

CARTESIAN COORDINATES (ANGSTROEM)
C 0.939 1.352 2.806
S 1.679 0.466 1.942
H -1.661 0.029 5.537
H 1.257 -0.940 -5.122
O 0.191 -0.815 -1.670
C 1.205 -1.422 4.202
S -1.714 1.722 0.939
C -4.612 4.118 -1.234
H 1.172 -2.318 4.861
H 2.654 1.825 -3.705
C 0.195 -3.149 -2.978
H -1.213 -5.003 5.752
H 3.968 -0.960 -2.983
H -0.540 4.099 3.537
H 0.379 1.169 -4.441
C -0.005 -7.388 6.008
H 2.056 1.351 -4.575
H 4.177 1.193 -4.384
H -4.393 1.909 0.378
H -0.888 -3.378 3.976
H 2.263 -4.594 0.575
C 0.590 -4.565 2.885
H 0.049 -3.610 -3.958
C 0.411 -0.256 4.834
N -0.805 -3.772 -2.045
H 1.040 -0.876 6.850
H -0.546 -1.998 2.382
C -4.207 1.719 -0.700
C -0.415 4.614 -0.643
H 1.988 -2.308 -0.900
H 1.652 -7.644 3.910
H 2.005 -6.042 2.115
C 3.532 -0.352 -2.160
C -0.314 -4.298 3.925
H 0.474 0.822 6.757
C 0.196 -6.436 4.955
N -0.167 -8.159 6.861
C -3.423 2.628 -2.883
H 0.331 5.376 -0.830
C -1.458 2.909 0.162
C 1.487 -2.580 0.021
H -1.080 -1.664 5.639
C -0.508 -5.230 4.953
C 5.636 0.979 -2.113
H -0.729 -3.264 -1.147
H -4.269 5.030 -1.765
H 0.765 -1.727 3.229
C 1.293 -5.780 2.893
H 6.036 0.385 -2.964
H 3.725 3.584 1.741
H 4.158 2.796 -3.561
H 2.311 -0.913 -3.675
C -0.244 2.120 4.430
C 2.248 2.209 -0.746
H -0.717 -4.780 -1.901
N 1.300 0.881 -4.074
H -4.747 4.370 -0.161
C 1.636 -3.735 0.751
N 3.542 1.885 -1.051
C -0.113 3.105 3.484
C 4.092 1.088 -2.192
N 2.159 2.931 0.407
H -1.507 -0.951 4.037
H 2.087 0.383 6.092
C -1.044 -0.737 5.025
C 3.427 3.067 0.837
H -1.747 -3.529 -2.391
N 0.790 -3.619 1.836
H 2.434 -0.384 -2.286
H 2.275 -1.153 4.073
C 1.096 -6.708 3.923
H -5.600 3.836 -1.659
C 1.338 -0.623 -4.080
N 0.581 -1.749 0.609
C -3.598 2.964 -1.386
H -5.186 1.463 -1.160
H 5.949 0.472 -1.175
N 0.629 2.636 2.465
N 0.405 1.003 4.021
Tc 0.000 0.000 0.000
P -0.010 -1.335 -3.072
H -2.694 1.798 -3.005
C 1.039 0.036 6.214
H -3.553 0.831 -0.827
N -0.315 3.645 0.284
H 6.106 1.985 -2.154
O -1.304 -1.063 -3.791
H 1.186 -3.401 -2.591
C -1.604 4.469 -1.312
H -1.943 5.108 -2.117
B 0.939 3.493 1.199
C 3.746 1.765 -3.535
C 4.270 2.441 -0.049
H -3.049 3.503 -3.454
H -4.390 2.318 -3.337
H -0.797 2.221 5.355
O -1.493 -0.784 -0.058
H 5.344 2.395 0.061
H 1.278 1.173 -3.082
S 1.099 1.784 -1.509
H 1.237 4.586 1.577
C 0.181 -2.390 1.686
H 3.785 -0.839 -1.194
N -2.276 3.395 -0.827

---

Entry 3:
C33H51N3O7SSi4Tc | ωB97M-V/def2-TZVPD

- Lowest unoccupied orbital energy (spin up / spin down): 4.1 / 4.1 eV
- HOMO energy (spin up / spin down): -0.08002 / -0.07233 hartree
- Charge: -2
- E: -3616.1080 Ha
- Spin multiplicity: 2
- Kohn-Sham gap (spin up / spin down): 6.2 / 6.0 eV
- <S²>: 0.762

CARTESIAN COORDINATES (ANGSTROEM)
C -0.581 -2.243 -3.720
O -6.903 3.789 3.296
C -2.236 -1.824 2.338
C -2.966 -1.586 -1.970
C -0.544 1.150 4.617
H -1.292 -4.907 2.698
H -6.042 1.928 1.950
Tc 0.374 0.833 -0.047
H -1.954 1.451 -0.807
H -0.972 1.783 3.846
H 4.279 0.780 -6.412
H -2.558 -2.174 3.323
H -0.107 -5.078 1.399
H -2.454 -4.500 -1.060
C 1.599 1.009 2.581
H -1.079 1.309 5.553
C 4.023 0.772 2.340
C -2.783 1.655 1.012
C 0.097 2.925 -0.219
O 0.422 0.813 -2.148
C 1.616 1.049 -2.622
N 2.304 1.456 -0.537
C -1.781 -4.314 -1.901
C 2.994 -2.380 -2.291
H 2.332 -2.531 -3.149
H 2.323 0.897 -7.928
C -3.114 3.468 2.561
H 1.221 -5.032 -1.809
H 4.368 -2.354 0.352
C 3.475 -2.889 0.686
N -1.955 0.926 0.068
H 3.187 1.423 5.548
C -1.080 4.714 -1.285
H -2.864 -0.538 -2.266
H 0.048 1.076 -6.971
H -0.089 -1.273 -3.806
O -5.343 5.611 2.791
C 2.185 0.935 -6.854
Si 2.141 -2.964 -0.692
H -2.297 -4.612 -2.818
N 2.640 1.295 -1.859
Si -0.616 -2.645 1.769
C -4.137 1.352 1.103
H 3.945 0.876 -3.947
O 0.412 0.964 2.007
H 2.848 -5.342 -1.195
Si 0.173 -1.675 -0.244
H 0.989 -1.388 3.204
H -0.256 1.167 -4.506
H -0.166 5.276 -1.477
H -0.915 -4.969 -1.775
H -1.788 -4.733 1.008
C 3.282 0.877 -5.999
H -2.395 0.034 -0.123
H 3.108 -2.365 1.573
H -1.597 5.133 -0.419
H 0.220 -2.660 4.159
C -2.269 2.689 1.788
H -1.202 2.855 1.771
H 1.593 4.422 -0.445
H 3.927 -2.916 -2.488
C 0.989 3.966 0.345
H 1.514 -3.058 3.024
C 0.910 1.038 -6.315
H -0.651 0.107 4.311
H -4.538 0.518 0.535
H -3.660 -2.061 -2.669
H 3.218 -1.311 -2.247
H 0.430 4.763 0.850
H 5.188 1.021 4.131
C 1.899 -4.843 -0.972
H -3.048 -2.027 1.633
O 0.813 1.479 4.897
S -5.564 4.340 3.476
H 0.162 -3.009 -3.956
H -2.732 4.283 3.165
C -0.988 -4.519 1.721
C 2.749 0.781 1.793
C 4.198 1.018 3.691
C 1.795 1.243 3.965
H 4.869 0.586 1.686
C 1.826 1.030 -4.079
Si -1.266 -2.471 -1.960
O -0.821 3.326 -1.083
H 3.077 -0.392 -0.011
C 0.638 -2.422 3.177
H -3.432 -1.617 -0.979
C 3.108 0.927 -4.628
C 0.731 1.085 -4.943
H -1.730 4.785 -2.155
C 3.083 1.248 4.484
H -1.365 -2.295 -4.481
O -5.084 4.318 4.852
H 3.785 -3.890 0.998
H 1.473 -5.322 -0.087
H -2.107 -0.739 2.397
H 1.670 3.500 1.055
C -4.981 2.132 1.884
C 2.525 0.474 0.353
C -4.476 3.209 2.588

---

Entry 4:
C33H52I2N7O10P | ωB97M-V/def2-TZVPD

- Structure (SMILES): CCOCCOc1cc(/C(I)=C(/C)I)c2c(c1[PH2]=N)C(=O)C=C(N=C=O)C2=O.CNC(C)=O.CNC(C)=O.CNC(C)=O.CNC(C)=O.CNC(C)=O
- Lowest unoccupied orbital energy: -1.9 eV
- HOMO energy: -0.29449 hartree
- Charge: 0
- E: -3360.3741 Ha
- Kohn-Sham gap: 6.1 eV

CARTESIAN COORDINATES (ANGSTROEM)
H -3.017 6.242 -2.632
H -6.016 6.237 -2.324
H 9.270 0.549 2.587
C -5.020 5.918 -2.015
H -3.034 -8.696 0.653
H -2.486 -6.727 -2.928
H 6.807 -3.198 -0.965
H -4.240 -9.747 -1.903
N -4.194 3.691 1.324
P 2.432 3.419 -2.427
H 3.846 -1.859 -3.639
C -2.566 -1.124 -1.098
H -3.606 -6.158 1.470
H 4.785 -2.113 0.735
C -5.490 7.748 -4.315
H -4.740 -5.432 6.042
H 7.657 2.390 -0.183
H -4.949 4.829 -2.076
C -2.977 -7.612 -2.515
N -0.337 2.942 3.424
H -1.338 4.398 4.487
H -5.171 -3.453 -2.259
H 2.985 -0.850 -1.011
C -0.500 2.683 -1.500
N -3.253 -8.723 -0.336
H 6.661 -2.016 1.204
O 0.976 2.214 1.757
H 7.819 3.602 1.948
C -2.719 -7.682 -1.035
C -3.880 -5.222 5.402
O -4.356 1.615 -0.918
H 2.993 3.087 2.989
O -3.103 7.708 -4.503
C 6.168 -2.204 -1.119
N 3.636 3.041 -1.362
O -0.392 5.326 -1.817
C -4.107 7.322 -3.907
C 3.506 -0.337 -1.923
H -4.839 6.231 -0.983
H 10.630 0.971 1.494
N 8.317 2.167 0.552
I -3.267 -1.431 -4.233
O -4.703 -3.982 2.108
H 5.812 -0.483 0.426
C -1.397 -0.026 -1.450
H -4.152 -6.898 2.987
C -3.430 -1.834 -2.081
H 2.191 2.794 4.544
H -2.561 -6.071 2.900
C 1.294 0.596 -2.394
H -2.566 -8.497 -3.009
H 6.861 -1.432 -1.673
H -4.050 -7.532 -2.705
O -2.048 -6.834 -0.450
H -1.096 2.565 2.868
H -3.905 -3.792 -0.858
N -4.341 -4.453 4.271
O 8.270 0.096 -0.307
C -0.868 4.249 -1.187
H 9.428 2.876 2.208
O 2.595 0.194 -2.949
H -5.018 -9.791 -0.298
H -6.083 6.875 -4.598
C 4.473 -1.450 -2.713
C 8.715 0.863 0.544
C 2.094 3.295 3.577
C 0.078 -0.497 -2.056
H 5.403 -0.890 -3.203
H 3.829 3.911 -0.788
H -5.425 8.417 -5.178
H -3.162 -4.611 5.956
H -5.972 8.289 -3.496
H -3.409 -6.159 5.105
H -5.233 -2.463 -0.652
C -3.162 2.153 -0.636
C 0.888 2.776 2.846
C -3.599 -6.058 2.559
H -4.794 -3.563 4.447
C 8.717 3.220 1.456
H -3.546 -10.748 -0.599
H -1.913 5.514 0.654
C -1.711 1.572 -1.189
H 2.014 4.377 3.714
C -4.062 -9.812 -0.829
H 2.974 3.243 -3.768
H 0.231 3.938 5.202
I -2.849 -1.574 1.070
C 5.826 -1.673 0.427
H 9.914 -0.651 1.450
H 4.273 0.484 -1.523
C 9.696 0.412 1.590
H 0.233 -1.662 -2.247
C -3.095 3.540 0.296
N -3.979 6.481 -2.842
C -0.655 3.568 4.685
C -4.253 -4.761 2.946
C -4.504 -2.940 -1.435
O 4.930 -2.543 -1.842
C -3.798 4.436 2.407
O -3.428 4.817 3.661
C 0.994 2.211 -2.081
C -2.000 4.510 0.016
H 9.168 4.020 0.864
H -1.162 2.829 5.311
H 2.136 4.810 -2.199